(1)
C30H42CsN4O3P | ωB97M-V with the def2-TZVPD basis set

XYZ file:
```
81
Properties=species:S:1:pos:R:3
Cs -0.31955 0.67231 0.73851
C 0.42834 2.47411 -3.29481
C 1.21266 1.16631 -3.11456
N 1.64988 0.85837 -1.75961
C 3.05150 0.79311 -1.40631
C 3.49654 1.90556 -0.45978
N 2.95823 1.76365 0.88557
C 3.34313 2.83349 1.79442
C 2.68109 4.19475 1.55107
C 1.24893 4.41506 2.04747
N 0.19907 3.83378 1.23066
C -0.13075 4.51954 -0.00818
C -1.35007 3.90697 -0.70663
N -1.13515 2.61270 -1.32171
C -1.01522 2.49468 -2.76306
H 0.37576 2.65251 -4.37503
H 0.98941 3.30837 -2.86282
H 2.09194 1.19215 -3.77092
H 0.59076 0.34630 -3.48452
H 1.15731 0.05233 -1.41023
H 3.67438 0.83682 -2.30855
H 3.27819 -0.17441 -0.94032
H 3.14479 2.85455 -0.86966
H 4.60084 1.94177 -0.45509
H 3.21881 0.86020 1.27671
H 4.43240 3.00489 1.74097
H 3.12497 2.51076 2.81578
H 2.75672 4.46713 0.49573
H 3.29860 4.92267 2.08540
H 1.11448 5.50617 2.14561
H 1.15914 3.99483 3.05273
H -0.64737 3.74895 1.78575
H 0.72375 4.46401 -0.68912
H -0.33743 5.59086 0.16231
H -1.69940 4.62651 -1.46118
H -2.16210 3.82378 0.02414
H -1.80126 1.93017 -0.97459
H -1.55047 3.31721 -3.26107
H -1.51693 1.57006 -3.06341
O -3.94516 -2.61999 -0.50365
C -4.78539 -2.04708 0.40830
C -5.92706 -2.73895 0.81239
C -6.79230 -2.20430 1.75030
C -6.51831 -0.96307 2.30609
C -5.37992 -0.28508 1.90680
C -4.49916 -0.79202 0.95574
C -3.27977 0.05460 0.58819
O -2.98669 0.96588 1.39585
O -2.66310 -0.24458 -0.46389
H -4.32596 -3.46065 -0.76914
H -6.13221 -3.71451 0.38103
H -7.67363 -2.75919 2.04591
H -7.18264 -0.53263 3.04386
H -5.12848 0.67809 2.32965
C -0.75655 -4.82111 0.55148
P -0.30033 -3.02488 0.65231
C 0.32769 -2.78618 -1.05190
C 1.56833 -3.24343 -1.49915
C 1.90016 -3.13262 -2.84170
C 0.99458 -2.59160 -3.74556
C -0.24404 -2.14665 -3.30602
C -0.57482 -2.22942 -1.95920
C 1.20809 -3.04920 1.70557
C 1.16141 -3.75665 2.90368
C 2.19597 -3.67716 3.82675
C 3.29381 -2.87052 3.56904
C 3.34402 -2.14683 2.38553
C 2.31554 -2.22881 1.45902
H -1.84253 -4.90346 0.55958
H -0.36273 -5.38049 1.39848
H -0.37374 -5.27053 -0.36397
H 2.26877 -3.69552 -0.80814
H 2.86505 -3.48347 -3.18653
H 1.25332 -2.51574 -4.79412
H -0.95416 -1.72799 -4.00818
H -1.53102 -1.86075 -1.59436
H 0.29791 -4.36560 3.14125
H 2.13584 -4.24040 4.74893
H 4.10383 -2.80311 4.28306
H 4.20456 -1.52238 2.17243
H 2.38494 -1.65497 0.54260
```

Summary:
**Energy**: -1974.61798 hartree
**Multiplicity**: 1
**HOMO**: -8.0 eV
**Kohn-Sham gap**: 8.128 eV
**Energy above the lowest of the compared OMol25 structures with the same formula, charge and spin**: 0.2136 eV
**F_max**: 1.49 eV/A



(2)
C3H10NO2P | ωB97M-V with the def2-TZVPD basis set

XYZ file:
```
17
Properties=species:S:1:pos:R:3
C 1.32864 0.47558 -0.28772
C -0.94345 0.38278 -1.30099
C -0.16534 0.33127 -0.05839
N -0.66569 1.12621 1.03101
O -1.89812 -1.60374 1.12928
O 0.55853 -1.39372 1.86159
P -0.51969 -1.40096 0.63228
H 1.91965 0.56110 0.68266
H 1.61146 1.37797 -0.76740
H 1.58334 -0.49788 -0.76127
H -0.34312 0.46070 -2.16952
H -1.44791 1.39320 -1.24876
H -1.64413 -0.38258 -1.30461
H -1.64636 1.12848 1.17506
H -0.44916 2.07206 0.74132
H 1.49827 -1.32666 1.49859
H 1.22309 -2.70381 -0.85312
```

Summary:
**Energy**: -666.78488 hartree
**Multiplicity**: 1
**HOMO (alpha / beta)**: -10.0 / -8.7 eV
**Kohn-Sham gap (alpha / beta)**: 8.724 / 7.561 eV
**Energy above the lowest of the compared OMol25 structures with the same formula, charge and spin**: 5.7530 eV
**F_max**: 3.64 eV/A



(3)
C7H12ClO5Y | ωB97M-V with the def2-TZVPD basis set

XYZ file:
```
26
Properties=species:S:1:pos:R:3
Y -1.01482 -3.32569 5.86879
Cl -3.78055 -1.55427 3.36940
O 1.69456 -2.32769 2.36515
C 2.47397 -1.72463 1.56646
O 2.45489 -1.72546 0.23602
C 1.63660 -2.65399 -0.39759
C 0.28159 -1.98748 -0.79149
C 3.61089 -0.93885 2.04160
H 1.44467 -3.60138 0.10613
H 1.98879 -3.01609 -1.36349
H -0.24429 -1.58260 0.07317
H -0.19441 -2.80873 -1.32726
H 0.45516 -1.09578 -1.39385
H 4.31724 -0.70540 1.24494
H 4.11514 -1.33478 2.92310
H 3.26498 0.04760 2.35040
C -1.49200 3.22837 -1.08311
C -2.92339 2.78629 -1.04854
O -3.37736 2.78130 -2.36534
C -2.35031 3.21650 -3.15023
O -2.42856 3.32897 -4.35474
O -1.22112 3.52916 -2.39793
H -0.99979 2.27403 -0.89578
H -1.10928 4.00966 -0.42645
H -3.62991 3.40819 -0.49882
H -2.97270 1.77275 -0.65054
```

Summary:
**Charge**: +2
**Energy**: -1147.67628 hartree
**Multiplicity**: 1
**HOMO**: -14.4 eV
**Kohn-Sham gap**: 1.529 eV
**Energy above the lowest of the compared OMol25 structures with the same formula, charge and spin**: 9.2551 eV
**F_max**: 3.67 eV/A



(4)
C7H8B3BrCl23O4P | ωB97M-V with the def2-TZVPD basis set

XYZ file:
```
47
Properties=species:S:1:pos:R:3
O -1.06015 -0.30422 -0.15532
P -0.33818 -0.89831 1.25975
Cl -0.99630 -2.88228 1.51308
B 1.55454 -1.06557 0.92592
O 2.14884 -1.51841 -0.27771
B 3.47193 -1.87504 0.09486
Cl 4.03030 -3.58459 0.20449
O 4.31810 -0.78421 0.43143
B 3.53421 -0.04590 1.33569
Br 3.82799 1.85380 1.73729
O 2.43358 -0.68476 1.97957
H -1.22784 0.62386 0.03764
C 7.85393 0.91541 1.72908
Cl 7.99443 2.67285 1.85027
Cl 9.44852 0.15777 1.73558
Cl 6.85637 0.27874 3.04027
H 7.36892 0.67732 0.78954
C -4.45794 -5.57820 1.37607
Cl -4.44912 -3.81904 1.52921
Cl -2.81039 -6.21573 1.42444
Cl -5.44695 -6.31108 2.64402
H -4.89215 -5.83341 0.41741
C 10.04954 -3.54242 -0.53591
Cl 10.50528 -3.47478 1.16970
Cl 9.36272 -5.12034 -0.93534
Cl 8.91179 -2.24921 -0.92930
H 10.94271 -3.40055 -1.13159
C -4.09820 1.94447 -1.32004
Cl -2.90960 2.70526 -0.24694
Cl -5.38776 1.18628 -0.38124
Cl -4.75883 3.12898 -2.44605
H -3.59572 1.17320 -1.89140
C -6.71430 6.70267 -1.51850
Cl -7.44469 5.88189 -2.90377
Cl -7.96003 7.24590 -0.38912
Cl -5.55458 5.64385 -0.71183
H -6.18313 7.57352 -1.88215
C -3.95860 0.99748 -6.02456
Cl -4.89629 -0.47044 -6.31599
Cl -5.02808 2.38423 -5.78819
Cl -2.88097 0.78161 -4.63863
H -3.34695 1.18742 -6.89779
C -2.88405 0.89144 4.01101
Cl -3.57444 0.04913 5.40168
Cl -1.13805 1.06760 4.20620
Cl -3.30506 0.04976 2.50767
H -3.31534 1.88406 3.96952
```

Summary:
**Energy**: -14147.15023 hartree
**Multiplicity**: 1
**HOMO**: -8.8 eV
**Kohn-Sham gap**: 8.474 eV
**F_max**: 2.29 eV/A



(5)
C30H33N6O6Pb | ωB97M-V with the def2-TZVPD basis set

XYZ file:
```
76
Properties=species:S:1:pos:R:3
Pb 0.12560 -0.44351 0.24275
O -4.46854 2.89709 5.21454
C -3.38702 3.38717 4.84372
O -2.85167 4.48154 5.09392
C -2.55497 2.46841 3.91251
C -3.01556 1.21536 3.54865
C -2.24841 0.41215 2.71619
N -1.05871 0.80690 2.24639
C -0.60014 2.01130 2.60530
C -1.32427 2.86799 3.42319
C 0.74342 2.41246 2.09273
C 1.47149 3.44044 2.69020
C 2.70634 3.78063 2.16947
C 3.19587 3.09083 1.07073
C 2.42381 2.07073 0.54441
N 1.23293 1.74630 1.04512
C -2.72740 -0.94341 2.30517
C -3.85212 -1.53269 2.88329
C -4.25352 -2.78269 2.45053
C -3.52904 -3.42849 1.45997
C -2.41912 -2.78191 0.94770
N -2.03451 -1.57717 1.35788
H -3.98225 0.92681 3.93509
H -0.98501 3.85796 3.69348
H 1.08136 3.95486 3.55544
H 3.28416 4.57594 2.62296
H 4.15615 3.32559 0.63290
H 2.74436 1.47953 -0.30784
H -4.40306 -1.02621 3.66064
H -5.12668 -3.25032 2.88752
H -3.81139 -4.40542 1.09324
H -1.80786 -3.23370 0.17210
O -0.20982 -2.22055 -1.90559
C -0.13790 -1.89241 -3.07958
C 0.69710 -0.87341 -3.68521
C 0.53333 -0.70570 -5.05958
C 1.26548 0.22794 -5.75242
C 2.20586 1.03573 -5.08372
C 2.39327 0.88963 -3.74505
C 1.65604 -0.06749 -2.95615
O 1.86666 -0.17291 -1.72086
N 1.07453 0.37684 -7.17591
O 1.73826 1.22028 -7.76183
O 0.25016 -0.33382 -7.73285
H -0.76402 -2.43544 -3.81686
H -0.18284 -1.31620 -5.59509
H 2.76717 1.76350 -5.65230
H 3.11372 1.50050 -3.21591
N 2.63513 -2.28511 2.42009
C 4.09090 -2.24711 2.40533
C 4.64909 -2.83767 1.11624
C 3.96151 -2.32869 -0.15363
N 2.77895 -3.13407 -0.48777
H 2.24581 -2.14496 3.34117
H 2.27165 -3.13683 2.01295
H 4.55601 -2.76190 3.25831
H 4.39982 -1.19680 2.46825
H 4.54686 -3.92780 1.13643
H 5.72131 -2.62157 1.08133
H 4.68471 -2.32390 -0.97662
H 3.64601 -1.29218 -0.01688
H 2.98945 -3.78494 -1.23320
H 2.03384 -2.53788 -0.83214
C -3.16827 -0.43305 -1.73603
C -2.73702 0.79857 -0.94467
C -3.45802 2.03626 -1.48284
C -1.22179 0.97777 -0.97938
H -4.24491 -0.60505 -1.65567
H -2.65001 -1.33315 -1.40293
H -2.93021 -0.29498 -2.79651
H -3.06532 0.66626 0.09357
H -3.16400 2.22207 -2.52031
H -3.20076 2.92214 -0.89909
H -4.54515 1.91599 -1.45459
H -0.94945 1.97394 -0.61642
H -0.86741 0.91378 -2.01602
```

Summary:
**Charge**: -1
**Energy**: -2135.86786 hartree
**Multiplicity**: 1
**HOMO**: -5.2 eV
**Kohn-Sham gap**: 7.077 eV
**Energy above the lowest of the compared OMol25 structures with the same formula, charge and spin**: 0.1938 eV
**F_max**: 0.26 eV/A